1.
Here is a structure of composition C12H19BF4O5S4Ti from OMol25. Energies are from wB97M-V/def2-TZVPD.

Summary:
Multiplicity: 2
Energy relative to the best compared isomer or geometry (same formula, charge and spin) (eV): 0.000
HOMO level (alpha / beta) (eV): -3.90 / -5.80
Total charge: -1
Calculated total energy (Ha): -3711.78130

Last column: Mulliken charge in e.
Atoms and positions in Å:
Ti -1.18583 2.19203 0.22339  0.77
C 3.73176 -0.09373 0.04762  -0.81
C 3.14884 -1.11351 1.01886  -0.67
S 1.61392 -0.57042 1.84282  0.06
C 0.78004 -2.17878 1.86976  0.33
C -0.67480 -2.07199 2.32602  -1.23
S -1.74716 -0.90526 1.41646  0.26
C -2.27473 -1.99622 0.05650  -1.03
C -1.21589 -2.45417 -0.96514  -0.88
S -0.00994 -1.16671 -1.42249  0.18
C 1.41046 -2.25285 -1.82884  -0.74
C 2.62891 -1.39278 -2.22037  -0.95
S 2.76447 0.26148 -1.44629  -0.03
H 4.72039 -0.43204 -0.27003  0.47
H 3.83985 0.88385 0.52192  0.37
H 3.89061 -1.32260 1.79217  0.49
H 2.92928 -2.04506 0.49768  0.21
H 1.32028 -2.84541 2.54636  0.48
H 0.82660 -2.58052 0.85787  -0.64
H -0.71413 -1.70520 3.35360  0.45
H -1.14127 -3.05862 2.28643  0.44
H -3.05903 -1.40267 -0.41286  0.33
H -2.72659 -2.88620 0.49685  0.57
H -1.72629 -2.81564 -1.85995  0.53
H -0.63469 -3.27806 -0.54608  0.41
H 1.11058 -2.89864 -2.65440  0.50
H 1.62799 -2.87644 -0.96046  0.25
H 2.59898 -1.17479 -3.28709  0.41
H 3.56141 -1.91911 -2.00756  0.37
O 2.31356 3.84874 0.39225  -0.66
C 1.17041 3.53067 0.21306  0.75
O 0.57827 2.46008 0.69879  -0.38
C 0.17509 4.33764 -0.68781  0.39
O 0.39240 5.43770 -1.10497  -0.61
O -0.90582 3.60877 -0.93650  -0.62
C -2.79007 1.33960 -2.47772  -1.51
C -2.08493 1.18883 -1.17073  1.12
O -2.80166 1.26263 -0.08133  -0.53
H -3.69606 0.72815 -2.51454  0.36
H -2.13076 1.08237 -3.30480  0.28
H -3.07928 2.38963 -2.56951  0.35
F -3.77034 2.36669 2.35839  -0.36
B -2.55120 2.98994 2.50234  0.51
F -1.48776 2.00119 2.39833  -0.34
F -2.28616 3.82144 1.34469  -0.34
F -2.43970 3.70599 3.66729  -0.32

---

2.
Here is a structure of composition C26H36ClNPdSi3 from OMol25. Energies are from wB97M-V/def2-TZVPD.

Summary:
Energy relative to the best compared isomer or geometry (same formula, charge and spin) (eV): 0.443
HOMO level (eV): -0.68
Total charge: -2
Calculated total energy (Ha): -2523.79322

Last column: Mulliken charge in e.
Atoms and positions in Å:
Pd -0.25667 -0.58345 0.25446  -0.36
C 2.71413 -1.97965 -1.00559  -1.48
Si 2.04451 -0.62634 0.16789  1.11
C 2.89522 0.94781 -0.47914  -0.92
C 2.89243 -1.03886 1.83035  0.15
C 4.21747 -0.81270 2.21761  -0.56
C 4.67759 -1.23345 3.45738  -0.48
C 3.81451 -1.90429 4.33063  -0.56
C 2.49929 -2.14017 3.95579  -0.54
C 2.01687 -1.70623 2.71627  0.09
Si 0.21708 -1.87825 2.06125  1.15
C -0.10732 -3.75477 2.22382  -1.30
C -0.83597 -1.15675 3.48631  -1.38
H 3.80649 -1.94172 -1.08578  0.32
H 2.28766 -1.85664 -2.00633  0.28
H 2.42515 -2.96985 -0.64279  0.30
H 3.98740 0.83279 -0.48040  0.55
H 2.62882 1.81572 0.12700  0.32
H 2.57669 1.15603 -1.50193  -0.19
H 4.89764 -0.29513 1.54580  0.30
H 5.70468 -1.04182 3.75298  0.36
H 4.17310 -2.23142 5.30193  0.34
H 1.83670 -2.65658 4.64661  0.23
H 0.21224 -4.09122 3.21793  0.32
H 0.44542 -4.32656 1.47221  0.30
H -1.16663 -3.98402 2.10707  0.25
H -0.60634 -1.65201 4.43844  0.37
H -1.90163 -1.28356 3.27903  0.30
H -0.64792 -0.08730 3.60009  0.29
C -0.14661 -0.00197 -3.09278  -0.51
Si -0.50261 1.68237 -2.34507  0.26
C 0.78222 2.88034 -3.07338  -1.24
C -2.14487 2.35345 -3.05230  -1.51
N -0.38648 1.53996 -0.65834  0.62
C -0.43056 2.57982 0.20530  -0.05
C -0.90377 3.87595 -0.14628  -0.24
C -0.91906 4.92950 0.75203  -0.80
C -0.48146 4.77047 2.06196  -0.50
C -0.02988 3.50618 2.44265  -0.68
C -0.00533 2.44873 1.55648  0.04
H -0.35602 -0.03118 -4.16681  0.46
H -0.74369 -0.77948 -2.61009  -0.01
H 0.90702 -0.25537 -2.93823  -0.06
H 0.67586 2.94812 -4.16232  0.35
H 1.79338 2.53827 -2.84650  0.34
H 0.67371 3.88530 -2.65795  0.33
H -2.08422 3.44049 -3.17255  0.48
H -2.98409 2.14412 -2.39175  0.39
H -2.37021 1.92079 -4.03157  0.35
H -1.27645 4.03923 -1.15261  0.15
H -1.29188 5.89573 0.42217  0.34
H -0.50089 5.59592 2.76401  0.32
H 0.31453 3.34062 3.45924  0.37
H 0.34298 1.47186 1.87572  0.08
Cl -2.20460 -4.09426 -0.57673  -0.26
C -2.83870 -2.79250 -1.56186  1.00
C -3.21171 -3.10572 -2.85577  -0.59
C -3.73590 -2.13369 -3.69608  -0.49
C -3.88643 -0.84466 -3.18648  -0.60
C -3.50989 -0.54919 -1.89469  -0.41
C -2.93640 -1.49556 -1.00501  0.43
C -2.49653 -1.10091 0.30617  -2.36
H -3.08294 -4.12538 -3.19886  0.37
H -4.01763 -2.37742 -4.71318  0.34
H -4.29902 -0.05548 -3.80702  0.37
H -3.63384 0.45438 -1.52431  0.37
H -2.58493 -1.86558 1.07356  0.62
H -2.94168 -0.15288 0.61032  0.34

---

3.
Here is a structure of composition C44H41F3KN7O4Se from OMol25. Energies are from wB97M-V/def2-TZVPD.

Summary:
Energy relative to the best compared isomer or geometry (same formula, charge and spin) (eV): 1.421
HOMO level (eV): -1.56
Total charge: -2
Calculated total energy (Ha): -5686.71273

Last column: Mulliken charge in e.
Atoms and positions in Å:
K -1.77244 0.88870 0.81639  1.00
C -7.50268 2.37160 1.00182  -0.36
C -6.58001 3.38339 0.75474  -0.68
C -5.32082 3.35601 1.34227  0.22
C -4.93878 2.30472 2.18800  -0.52
C -5.87315 1.28407 2.41818  -0.04
C -7.13392 1.31867 1.83487  -0.64
N -3.65791 2.22755 2.73870  0.02
C -3.30956 2.90723 3.79572  0.28
C -4.19464 3.82462 4.50571  -0.72
C -3.78095 4.50597 5.60557  -0.50
C -2.46379 4.34881 6.13954  -0.74
C -1.60879 3.47578 5.53200  -0.36
C -1.98133 2.74557 4.37925  0.12
N -1.17152 1.81396 3.78030  0.69
N -0.03717 1.63105 4.27317  -1.07
C 0.63579 0.53041 3.71650  0.11
C 2.04049 0.53020 3.76363  -0.07
C 2.72085 -0.61275 3.41117  -0.31
C 2.00468 -1.72918 2.97892  -0.13
C 0.63015 -1.61154 2.90320  -0.38
N -0.05416 -0.52204 3.27290  -0.41
H -8.48425 2.39433 0.54048  0.35
H -6.84297 4.20188 0.09109  0.32
H -4.59699 4.13613 1.13217  0.42
H -5.57304 0.45431 3.04876  0.37
H -7.83419 0.51217 2.02627  0.32
H -5.19895 3.94995 4.12272  0.37
H -4.46782 5.18732 6.09773  0.35
H -2.15827 4.91116 7.01318  0.34
H -0.61107 3.31179 5.91951  0.40
H 2.54338 1.43975 4.06692  0.36
H 3.80514 -0.64494 3.46740  0.36
H 2.50088 -2.64946 2.68796  0.48
H 0.03452 -2.44333 2.53521  0.20
O -3.25302 0.85530 -2.79132  -0.82
C -3.30270 0.21027 -1.71905  0.51
O -3.57080 0.59463 -0.55765  -0.85
C -2.94990 -1.28629 -1.86197  0.32
C -3.05442 -1.88937 -3.14775  -0.56
C -2.65464 -3.17536 -3.31837  -0.85
C -2.13169 -3.89594 -2.21398  1.21
C -1.63175 -5.21759 -2.31087  -0.76
C -1.15061 -5.86192 -1.20352  -0.57
C -1.15776 -5.21049 0.05401  -0.28
C -1.62460 -3.93170 0.16822  -0.24
C -2.10686 -3.23475 -0.96893  -0.25
N -2.51798 -1.94001 -0.80983  -0.24
H -3.44266 -1.28307 -3.95410  0.48
H -2.71182 -3.66114 -4.28725  0.36
H -1.63019 -5.70482 -3.28142  0.35
H -0.75612 -6.86775 -1.28610  0.36
H -0.77695 -5.73102 0.92796  0.38
H -1.61711 -3.40045 1.11474  0.35
C 2.01503 -0.66627 -5.79135  -1.06
C 1.70984 -1.76103 -4.76302  -0.49
C 0.47792 -1.48408 -3.90324  0.09
C 0.57134 -0.24872 -3.00019  -1.46
N 1.82668 -0.11787 -2.25636  1.81
C 2.20275 -0.89484 -1.19786  -0.86
Se 1.42176 -2.46371 -0.66234  -0.28
N 3.32435 -0.30264 -0.67315  0.99
C 3.97271 -0.65746 0.57884  -0.18
C 5.35036 -1.27838 0.36926  -0.96
C 5.30881 -2.68904 -0.22051  -0.15
C 4.84574 -3.73803 0.78963  -0.95
C 3.64338 0.84609 -1.39051  0.96
C 4.66550 1.76800 -1.23648  -0.62
C 4.71328 2.82458 -2.13757  -0.96
C 3.75174 2.95402 -3.14214  -0.96
C 2.72008 2.03316 -3.27550  -0.93
C 2.69040 0.96856 -2.38953  0.53
H 2.80720 -0.97473 -6.48114  0.40
H 2.34514 0.25428 -5.30623  0.15
H 1.12132 -0.43283 -6.38279  0.29
H 2.57549 -1.90273 -4.10787  0.06
H 1.55409 -2.70969 -5.28481  0.49
H 0.27958 -2.35130 -3.28083  -0.45
H -0.39403 -1.33381 -4.54958  0.71
H -0.25168 -0.24446 -2.28714  0.12
H 0.47413 0.65896 -3.59236  0.38
H 3.30454 -1.33489 1.10195  -1.13
H 4.04127 0.25758 1.16952  0.59
H 5.85904 -1.30771 1.34146  0.47
H 5.93714 -0.62404 -0.28297  0.36
H 6.30680 -2.94999 -0.58383  0.42
H 4.63252 -2.70063 -1.08192  0.03
H 5.52114 -3.77251 1.65388  0.35
H 4.81741 -4.73372 0.33592  0.36
H 3.83408 -3.51542 1.13971  -0.03
H 5.37734 1.68612 -0.42308  0.43
H 5.49457 3.57169 -2.04611  0.35
H 3.79367 3.80177 -3.81607  0.37
H 1.94677 2.17551 -4.02065  0.49
F 0.24975 3.09998 -1.75101  -0.22
C 0.64140 3.39247 -0.48985  0.69
F -0.42793 3.94303 0.13563  -0.26
F 1.59041 4.34011 -0.57844  -0.28
C 1.11733 2.12067 0.27889  0.24
O 2.10919 2.28162 1.00562  -0.62
O 0.40554 1.10996 0.03133  -0.30

---

Q: Which value of total charge does entry 2 give?
A: -2

---

Q: Look up the calculated total energy of the second one.
A: -2523.79322 Ha

---

Q: Which value of calculated total energy does entry 1 give?
A: -3711.78130 Ha

---

Q: What is the formula in the third record?
A: C44H41F3KN7O4Se